# C44H132O44

A cluster of 22 separate species, C44H132O44 in total (wB97M-V/def2-TZVPD, the OMol25 dataset).

HOMO energy = -9.3 eV
E = -5065.76651 Ha
molecular weight = 1365.50 Da
Kohn-Sham gap = 9.22 eV
energy relative to the best compared isomer or geometry (same formula, charge and spin) = 372.8 kJ/mol
F_max = 3.14 eV/A
LUMO level = -0.121 eV

Each atom is followed by the atoms it is bonded to, with distances in Å.
Cartesian coordinates (Å):
1 O 13.46286 -6.13098 -17.29932  C85 1.383, H132 0.960
2 O 11.27445 3.17994 -15.43708  C49 1.413, H129 0.960
3 O 10.81169 2.57717 -23.25424  C45 1.411, H169 0.960
4 O 15.15786 -2.05233 -20.04206  C80 1.374, H201 0.960
5 O 13.44029 5.18155 -19.03945  C50 1.413, H168 0.960
6 O 16.90081 -2.07386 -28.65103  C55 1.463, H92 0.960
7 O 15.59566 7.04138 -19.74817  C79 1.425, H208 0.960
8 O 19.66581 2.52082 -23.12357  C66 1.426, H130 0.960
9 O 17.93458 -5.98026 -19.87513  C64 1.414, H218 0.960
10 O 14.10633 4.10961 -23.60285  C51 1.501, H128 0.960
11 O 19.16022 -0.59368 -22.05937  C78 1.449, H150 0.960
12 O 11.90707 4.72528 -21.32432  C81 1.416, H158 0.960
13 O 19.86420 -1.07775 -15.12045  C75 1.455, H105 0.960
14 O 14.48025 -3.48649 -17.71072  C71 1.406, H90 0.960
15 O 16.38616 -6.49745 -17.76398  C65 1.418, H106 0.960
16 O 16.77948 -0.73234 -25.96369  C63 1.368, H202 0.960
17 O 18.29825 -2.95223 -13.23985  C59 1.411, H207 0.960
18 O 10.01470 -0.45219 -27.61907  C60 1.399, H172 0.960
19 O 17.25260 -4.72704 -24.16333  C46 1.388, H114 0.960
20 O 15.88156 4.44189 -21.39956  C83 1.402, H95 0.960
21 O 16.50814 6.91548 -25.16021  C86 1.430, H103 0.960
22 O 21.96512 -0.64724 -17.26253  C74 1.384, H187 0.960
23 O 16.39769 -4.26839 -21.31741  C73 1.408, H205 0.960
24 O 13.00317 -3.54627 -24.34028  C88 1.411, H111 0.960
25 O 14.88901 1.25689 -21.44710  C76 1.477, H138 0.960
26 O 8.97615 -0.08710 -18.55458  C69 1.464, H146 0.960
27 O 17.70313 4.69898 -23.60262  C56 1.467, H174 0.960
28 O 9.11108 4.51268 -16.86872  C77 1.422, H165 0.960
29 O 10.96621 -3.63124 -22.65085  C72 1.464, H122 0.960
30 O 16.98489 -8.46639 -20.80675  C52 1.371, H121 0.960
31 O 23.35581 2.61163 -20.27614  C70 1.450, H179 0.960
32 O 11.83094 0.73830 -18.07377  C53 1.436, H170 0.960
33 O 12.94151 0.05265 -27.41673  C57 1.443, H104 0.960
34 O 14.73207 2.74631 -19.19245  C58 1.394, H154 0.960
35 O 16.54066 -0.57094 -14.69553  C48 1.455, H216 0.960
36 O 11.01144 2.16766 -20.39975  C61 1.370, H152 0.960
37 O 14.09009 1.30611 -16.69604  C54 1.424, H204 0.960
38 O 11.60146 5.43111 -23.95741  C67 1.409, H171 0.960
39 O 15.41226 1.17249 -24.14693  C62 1.435, H156 0.960
40 O 14.74810 -6.86547 -20.71194  C82 1.452, H139 0.960
41 O 20.30854 2.56572 -20.28774  C68 1.397, H120 0.960
42 O 18.08542 -8.20837 -15.93309  C87 1.450, H194 0.960
43 O 16.04128 -3.04524 -15.64187  C84 1.478, H186 0.960
44 O 14.56068 -5.56977 -23.20497  C47 1.407, H100 0.960
45 C 11.45364 1.48449 -22.63487  O3 1.411, C61 1.510, H140 1.090, H166 1.090
46 C 17.30393 -3.49080 -23.53439  O19 1.388, C73 1.608, H99 1.090, H178 1.090
47 C 14.14282 -6.91085 -23.12855  O44 1.407, C82 1.514, H123 1.090, H157 1.090
48 C 15.75268 0.61487 -14.99539  O35 1.455, C54 1.531, H107 1.090, H131 1.090
49 C 11.51948 3.94372 -16.60005  O2 1.413, C77 1.603, H96 1.090, H148 1.090
50 C 13.47373 6.53106 -18.62292  O5 1.413, C79 1.491, H108 1.090, H155 1.090
51 C 14.70683 3.44766 -24.80905  O10 1.501, C62 1.538, H185 1.090, H206 1.090
52 C 17.83472 -7.75783 -21.61694  O30 1.371, C64 1.558, H133 1.090, H144 1.090
53 C 10.98725 -0.16735 -17.34549  O32 1.436, C69 1.488, H89 1.090, H209 1.090
54 C 14.98643 0.28182 -16.27832  O37 1.424, C48 1.531, H119 1.090, H220 1.090
55 C 15.72950 -1.43356 -28.05203  O6 1.463, C63 1.553, H93 1.090, H127 1.090
56 C 17.83235 6.11946 -23.26142  O27 1.467, C86 1.577, H118 1.090, H160 1.090
57 C 12.24701 -0.90155 -26.58643  O33 1.443, C60 1.559, H147 1.090, H188 1.090
58 C 16.05648 3.17328 -19.27454  O34 1.394, C83 1.588, H145 1.090, H214 1.090
59 C 17.26781 -3.88772 -13.47085  O17 1.411, C84 1.587, H175 1.090, H190 1.090
60 C 10.96119 -1.42964 -27.29276  O18 1.399, C57 1.559, H117 1.090, H162 1.090
61 C 10.83031 1.15161 -21.30023  O36 1.370, C45 1.510, H124 1.090, H181 1.090
62 C 14.49585 1.93043 -24.95067  O39 1.435, C51 1.538, H159 1.090, H199 1.090
63 C 15.78791 -1.50666 -26.50156  O16 1.368, C55 1.553, H102 1.090, H191 1.090
64 C 18.69688 -6.84412 -20.69507  O9 1.414, C52 1.558, H113 1.090, H141 1.090
65 C 16.30650 -7.91046 -17.68414  O15 1.418, C87 1.570, H98 1.090, H116 1.090
66 C 18.91234 1.41792 -23.62346  O8 1.426, C78 1.556, H135 1.090, H212 1.090
67 C 11.39180 6.46029 -23.01849  O38 1.409, C81 1.546, H126 1.090, H210 1.090
68 C 21.20137 1.54657 -19.94627  O41 1.397, C70 1.510, H153 1.090, H163 1.090
69 C 10.13801 -0.93829 -18.29268  O26 1.464, C53 1.488, H109 1.090, H217 1.090
70 C 22.44135 1.61755 -20.80444  O31 1.450, C68 1.510, H189 1.090, H211 1.090
71 C 13.13505 -3.72657 -17.38080  O14 1.406, C85 1.541, H112 1.090, H192 1.090
72 C 12.25700 -3.23673 -22.08469  O29 1.464, C88 1.581, H149 1.090, H213 1.090
73 C 17.46942 -3.59964 -21.93858  O23 1.408, C46 1.608, H161 1.090, H182 1.090
74 C 20.80632 -1.34697 -17.55295  O22 1.384, C75 1.587, H125 1.090, H193 1.090
75 C 20.17675 -1.96270 -16.23255  O13 1.455, C74 1.587, H177 1.090, H200 1.090
76 C 15.49739 -0.08286 -21.32046  O25 1.477, C80 1.552, H115 1.090, H164 1.090
77 C 10.18788 3.81713 -17.48317  O28 1.422, C49 1.603, H97 1.090, H136 1.090
78 C 19.53342 0.02534 -23.31572  O11 1.449, C66 1.556, H94 1.090, H110 1.090
79 C 14.20789 7.34333 -19.63559  O7 1.425, C50 1.491, H180 1.090, H197 1.090
80 C 14.90408 -0.70217 -20.02715  O4 1.374, C76 1.552, H134 1.090, H203 1.090
81 C 10.97627 5.71271 -21.73039  O12 1.416, C67 1.546, H184 1.090, H196 1.090
82 C 13.72919 -7.17883 -21.69707  O40 1.452, C47 1.514, H173 1.090, H176 1.090
83 C 16.70759 3.58026 -20.66474  O20 1.402, C58 1.588, H137 1.090, H215 1.090
84 C 16.92296 -4.05084 -15.01173  O43 1.478, C59 1.587, H91 1.090, H151 1.090
85 C 12.75566 -5.11890 -17.92240  O1 1.383, C71 1.541, H142 1.090, H143 1.090
86 C 16.51027 6.83807 -23.73224  O21 1.430, C56 1.577, H183 1.090, H195 1.090
87 C 17.64138 -8.61436 -17.25208  O42 1.450, C65 1.570, H101 1.090, H198 1.090
88 C 13.12600 -2.64188 -23.26454  O24 1.411, C72 1.581, H167 1.090, H219 1.090
89 H 11.55313 -0.85049 -16.71209  C53 1.090
90 H 15.00187 -3.46656 -16.90504  O14 0.960
91 H 17.87958 -4.08198 -15.53326  C84 1.090
92 H 17.59595 -1.82054 -28.03930  O6 0.960
93 H 15.75144 -0.41855 -28.44874  C55 1.090
94 H 20.62025 -0.04674 -23.35690  C78 1.090
95 H 15.61784 5.14722 -20.80410  O20 0.960
96 H 12.44435 3.58879 -17.05476  C49 1.090
97 H 9.95838 2.76684 -17.66294  C77 1.090
98 H 15.60329 -8.26887 -16.93239  C65 1.090
99 H 18.09876 -2.84084 -23.90029  C46 1.090
100 H 15.16621 -5.52474 -22.46141  O44 0.960
101 H 18.48089 -8.45539 -17.92887  C87 1.090
102 H 16.06794 -2.53291 -26.26387  C63 1.090
103 H 16.41387 6.01985 -25.49271  O21 0.960
104 H 12.53390 0.91853 -27.34141  O33 0.960
105 H 19.51101 -1.60691 -14.40153  O13 0.960
106 H 17.07536 -6.33022 -18.41099  O15 0.960
107 H 15.11011 0.92247 -14.17042  C48 1.090
108 H 12.44204 6.79920 -18.39530  C50 1.090
109 H 9.73731 -1.80450 -17.76616  C69 1.090
110 H 19.24192 -0.69615 -24.07900  C78 1.090
111 H 13.41033 -4.40572 -24.20926  O24 0.960
112 H 12.53350 -2.98306 -17.90369  C71 1.090
113 H 19.43707 -6.40447 -21.36359  C64 1.090
114 H 16.36830 -5.07165 -24.01892  O19 0.960
115 H 16.58342 -0.01683 -21.25520  C76 1.090
116 H 16.02865 -8.31740 -18.65641  C65 1.090
117 H 11.17314 -1.94559 -28.22923  C60 1.090
118 H 18.71063 6.48542 -23.79321  C56 1.090
119 H 14.38840 -0.59931 -16.04577  C54 1.090
120 H 19.99372 2.41774 -21.18250  O41 0.960
121 H 17.45747 -9.26258 -20.55306  O30 0.960
122 H 11.15499 -4.23919 -23.36943  O29 0.960
123 H 15.02892 -7.45692 -23.45218  C47 1.090
124 H 9.76081 0.95835 -21.38338  C61 1.090
125 H 20.10825 -0.72724 -18.11573  C74 1.090
126 H 12.35442 6.95970 -22.90871  C67 1.090
127 H 14.77991 -1.89604 -28.32126  C55 1.090
128 H 14.70673 3.88374 -22.88863  O10 0.960
129 H 10.89508 3.76770 -14.77964  O2 0.960
130 H 19.34098 3.32362 -23.53781  O8 0.960
131 H 16.37360 1.46049 -15.29118  C48 1.090
132 H 14.35391 -6.01144 -17.63596  O1 0.960
133 H 17.11678 -7.15444 -22.17245  C52 1.090
134 H 15.28486 -0.15870 -19.16243  C80 1.090
135 H 18.78144 1.64895 -24.68063  C66 1.090
136 H 10.39721 4.35094 -18.41018  C77 1.090
137 H 16.78456 2.61830 -21.17150  C83 1.090
138 H 14.90537 1.61599 -20.55694  O25 0.960
139 H 15.53906 -7.37118 -20.91255  O40 0.960
140 H 12.48121 1.84789 -22.64722  C45 1.090
141 H 19.27542 -7.41223 -19.96662  C64 1.090
142 H 11.70159 -5.36938 -17.80279  C85 1.090
143 H 12.91999 -4.93534 -18.98419  C85 1.090
144 H 18.38299 -8.34962 -22.34993  C52 1.090
145 H 16.71476 2.37142 -18.94022  C58 1.090
146 H 8.68405 0.30516 -17.72850  O26 0.960
147 H 11.90502 -0.43826 -25.66096  C57 1.090
148 H 11.68031 4.99713 -16.37083  C49 1.090
149 H 12.87076 -4.03980 -21.67666  C72 1.090
150 H 19.71112 -1.37255 -21.95231  O11 0.960
151 H 16.52532 -5.04709 -15.20523  C84 1.090
152 H 11.39852 1.72527 -19.64075  O36 0.960
153 H 20.56143 0.69791 -20.18784  C68 1.090
154 H 14.21444 3.55384 -19.23175  O34 0.960
155 H 13.94195 6.61455 -17.64215  C50 1.090
156 H 15.04821 1.18882 -23.25879  O39 0.960
157 H 13.42734 -7.26016 -23.87298  C47 1.090
158 H 11.43411 4.17902 -20.69226  O12 0.960
159 H 13.44436 1.71784 -24.75766  C62 1.090
160 H 17.99488 6.14814 -22.18399  C56 1.090
161 H 17.55217 -2.55784 -21.62891  C73 1.090
162 H 10.56198 -2.19114 -26.62279  C60 1.090
163 H 21.42815 1.58655 -18.88086  C68 1.090
164 H 15.32532 -0.69666 -22.20462  C76 1.090
165 H 9.28706 5.42825 -16.63987  O28 0.960
166 H 11.40202 0.71183 -23.40196  C45 1.090
167 H 12.70312 -1.72456 -23.67417  C88 1.090
168 H 13.12365 5.11962 -19.94360  O5 0.960
169 H 11.15050 3.34147 -22.78238  O3 0.960
170 H 12.31282 1.14821 -17.35171  O32 0.960
171 H 12.35536 4.92774 -23.64141  O38 0.960
172 H 10.15112 -0.16280 -28.52419  O18 0.960
173 H 13.65746 -8.26294 -21.60963  C82 1.090
174 H 17.28883 4.21300 -22.88583  O27 0.960
175 H 16.37755 -3.47948 -12.99242  C59 1.090
176 H 12.75793 -6.72011 -21.51176  C82 1.090
177 H 19.29672 -2.54824 -16.49865  C75 1.090
178 H 16.33956 -3.02539 -23.73806  C46 1.090
179 H 22.86710 3.43691 -20.31711  O31 0.960
180 H 14.15881 8.38435 -19.31628  C79 1.090
181 H 11.35826 0.24684 -20.99897  C61 1.090
182 H 18.39373 -4.11814 -21.68383  C73 1.090
183 H 16.47914 7.86027 -23.35506  C86 1.090
184 H 10.72148 6.35359 -20.88633  C81 1.090
185 H 15.75498 3.73400 -24.89576  C51 1.090
186 H 16.16817 -2.20286 -15.19926  O43 0.960
187 H 21.70984 0.13746 -16.77193  O22 0.960
188 H 12.91111 -1.70733 -26.27372  C57 1.090
189 H 22.25928 1.87885 -21.84687  C70 1.090
190 H 17.52176 -4.85062 -13.02765  C59 1.090
191 H 14.93243 -1.20178 -25.89879  C63 1.090
192 H 12.89326 -3.62255 -16.32306  C71 1.090
193 H 20.99506 -2.08193 -18.33546  C74 1.090
194 H 18.96475 -7.83341 -16.02142  O42 0.960
195 H 15.65301 6.20826 -23.49445  C86 1.090
196 H 10.01769 5.27890 -22.01505  C81 1.090
197 H 13.73491 7.36241 -20.61743  C79 1.090
198 H 17.46490 -9.68997 -17.25511  C87 1.090
199 H 14.59354 1.73305 -26.01818  C62 1.090
200 H 20.91675 -2.67865 -15.87492  C75 1.090
201 H 15.13748 -2.37202 -19.13708  O4 0.960
202 H 16.43742 0.03047 -25.49175  O16 0.960
203 H 13.82129 -0.57812 -20.04448  C80 1.090
204 H 14.39255 1.71511 -17.51019  O37 0.960
205 H 15.92729 -3.60829 -20.80303  O23 0.960
206 H 14.34250 3.87055 -25.74527  C51 1.090
207 H 18.52074 -2.82674 -12.31446  O17 0.960
208 H 15.98765 7.42943 -18.96245  O7 0.960
209 H 10.33100 0.33000 -16.63130  C53 1.090
210 H 10.52537 7.06670 -23.28248  C67 1.090
211 H 23.07171 0.72832 -20.80077  C70 1.090
212 H 17.86879 1.47116 -23.31321  C66 1.090
213 H 11.97654 -2.42373 -21.41501  C72 1.090
214 H 16.17857 4.01648 -18.59468  C58 1.090
215 H 17.70262 3.99194 -20.49584  C83 1.090
216 H 16.59241 -0.56978 -13.73692  O35 0.960
217 H 10.67500 -1.20684 -19.20242  C69 1.090
218 H 17.48660 -5.33727 -20.42964  O9 0.960
219 H 14.17320 -2.66314 -22.96282  C88 1.090
220 H 15.56576 0.01504 -17.16222  C54 1.090

Löwdin atomic charge list, values in e, 2 entries: -0.037 -0.066